{"formula": "CH9N3O2", "method": "ωB97M-V with the def2-TZVPD basis set", "species": ["N", "C", "N", "N", "H", "H", "H", "H", "H", "H", "H", "O", "H", "H", "O"], "xyz": [[-0.33807, 0.57246, 0.53899], [-1.70726, 0.70644, 0.08330], [-2.31777, -0.49734, -0.27113], [-2.38798, 1.75828, 0.27957], [-0.41110, 0.16325, 1.47800], [0.11375, -0.15032, -0.01281], [-1.72896, -1.05711, -0.87995], [-3.24872, -0.35974, -0.63460], [-1.72519, 2.46945, 0.56589], [1.29649, -2.06963, 1.01246], [1.85027, -3.14774, -0.09424], [1.67177, -2.23781, 0.13164], [2.46644, 1.52317, -0.17075], [3.15406, 0.99111, -1.45119], [3.31224, 1.33554, -0.57518]], "atomic_forces_ev_per_a": [[-0.3, -0.3, -0.3], [-0.4, -0.2, 1.4], [0.5, 0.2, -0.5], [0.4, -0.2, -0.7], [0.1, 0.4, -0.3], [0.3, 0.0, -0.1], [-0.3, -0.1, 0.2], [0.0, 0.0, -0.1], [-0.1, 0.3, 0.3], [0.4, -1.0, -0.5], [-0.2, -0.4, 0.7], [-0.2, 1.4, -0.2], [-0.4, 0.0, -0.1], [-0.3, -0.1, -0.2], [0.6, 0.1, 0.3]], "orbital_gap_ev": 10.0, "multiplicity": 1, "relative_energy_kj_mol": 89.3, "molar_mass_g_mol": 95.102, "smiles": "N=C(N)N.O.O", "lumo_energy_ev": 0.3, "e_homo_ev": -9.70, "energy_ha": -358.23752}

=====

{"formula": "CH9N3P", "method": "ωB97M-V with the def2-TZVPD basis set", "species": ["C", "N", "N", "N", "P", "H", "H", "H", "H", "H", "H", "H", "H", "H"], "xyz": [[2.56590, 0.10284, -0.34243], [1.55113, 0.54784, 0.33552], [-0.07272, -1.13740, -0.33319], [-2.35895, 0.43517, -0.10306], [-0.23857, 0.47271, -0.19952], [2.41905, -0.45677, -1.28574], [-0.12791, -1.64093, 0.54687], [1.72698, 1.08958, 1.17425], [-0.44738, -1.57760, -1.18426], [-2.68192, -0.35508, 0.51561], [-2.42461, 1.20963, 0.50160], [-2.93244, 0.45478, -0.99624], [3.57218, 0.09007, 0.14307], [-0.55073, 0.76517, 1.22751]], "atomic_forces_ev_per_a": [[-0.5, -0.3, 1.8], [2.4, -0.1, -1.2], [-0.6, -2.1, -0.4], [-1.3, -2.8, -0.6], [-0.5, 2.5, 0.5], [-0.1, 0.5, 0.6], [0.0, -0.6, -0.7], [0.5, -0.1, 0.2], [0.2, 0.1, 1.1], [0.2, 0.8, -1.2], [-0.8, 1.6, 0.1], [0.8, 0.3, 1.8], [-0.8, 0.5, -0.8], [0.6, -0.5, -1.2]], "orbital_gap_ev": 9.0, "multiplicity": 1, "relative_energy_kj_mol": 78.3, "charge": 1, "molar_mass_g_mol": 94.078, "lumo_energy_ev": -4.1, "e_homo_ev": -13.09, "energy_ha": -548.84261}

=====

{"formula": "CH9N3P", "method": "ωB97M-V with the def2-TZVPD basis set", "species": ["C", "N", "N", "N", "P", "H", "H", "H", "H", "H", "H", "H", "H", "H"], "xyz": [[-0.45296, 1.82844, 1.94403], [0.39620, 1.42546, 1.16087], [-0.96324, -0.73428, 0.08371], [0.80955, -1.43157, -1.66383], [0.55270, -0.05444, -0.00195], [-1.33814, 1.16792, 2.01938], [-1.79753, -0.24358, -0.25852], [1.15711, 2.03165, 0.94435], [-1.26410, -1.66760, 0.34766], [1.82328, -1.68972, -1.66357], [0.22061, -2.36151, -1.53032], [0.47126, -1.03540, -2.48999], [-0.48012, 2.92538, 2.32473], [0.25645, 0.82120, -0.91869]], "atomic_forces_ev_per_a": [[-3.5, 2.5, 1.7], [1.3, -0.5, -1.5], [-2.4, 0.8, 0.6], [0.2, -3.8, 1.8], [1.2, -3.6, 1.5], [0.4, 0.5, 0.6], [0.8, -0.1, 0.1], [0.9, 0.7, 0.0], [0.9, 0.3, 0.3], [-1.3, 0.3, -0.6], [1.8, 2.5, -0.3], [-0.1, 0.6, -1.9], [0.3, -2.2, -0.2], [-0.3, 2.0, -2.2]], "orbital_gap_ev": 9.3, "multiplicity": 1, "relative_energy_kj_mol": 106.8, "charge": 1, "molar_mass_g_mol": 94.078, "lumo_energy_ev": -3.7, "e_homo_ev": -13.01, "energy_ha": -548.83175}

=====

{"formula": "CH9N4", "method": "ωB97M-V with the def2-TZVPD basis set", "species": ["C", "N", "N", "N", "N", "H", "H", "H", "H", "H", "H", "H", "H", "H"], "xyz": [[-1.17224, 0.26491, 0.13631], [-2.51242, -0.37420, 0.21177], [2.39475, 0.12182, 0.31465], [-0.16785, -0.45302, -0.63917], [0.63099, -1.20196, -0.06455], [-1.21769, 1.32851, -0.39758], [-0.65461, 0.22843, 1.08495], [-2.62392, -0.75847, 1.14610], [2.96060, 0.27463, -0.57535], [2.81902, -0.01808, 1.19536], [1.70288, 0.92807, 0.25277], [-0.38376, -0.32147, -1.63162], [1.36262, -1.72297, -0.55644], [-3.16676, 0.41828, 0.14579]], "atomic_forces_ev_per_a": [[-0.8, 1.5, 0.2], [1.2, 1.6, -0.3], [-1.8, 1.8, -3.8], [-1.2, -1.3, -1.4], [0.0, 0.6, 0.8], [0.0, -2.2, 1.5], [-0.3, 0.9, 0.7], [0.0, -0.1, -0.2], [-0.1, -0.6, 2.2], [0.9, 0.3, 0.7], [1.5, -1.3, 1.0], [1.2, -0.6, -0.5], [-0.6, 0.2, -0.8], [0.1, -0.8, -0.1]], "orbital_gap_ev": 9.4, "multiplicity": 1, "relative_energy_kj_mol": 471.0, "charge": 1, "molar_mass_g_mol": 77.111, "lumo_energy_ev": -5.3, "e_homo_ev": -14.68, "energy_ha": -262.16490}

=====

{"formula": "CH9N5O", "method": "ωB97M-V with the def2-TZVPD basis set", "species": ["C", "N", "N", "N", "N", "N", "O", "H", "H", "H", "H", "H", "H", "H", "H", "H"], "xyz": [[-0.17405, -0.41051, -0.69555], [-0.71354, -1.44174, -0.17371], [-0.24323, -0.03939, -1.96241], [0.58680, 0.51259, 0.04742], [-0.89120, -1.79162, 1.16922], [0.43129, 1.91162, -0.12419], [0.82907, 0.15717, 1.41652], [-0.73310, -0.67792, -2.53623], [0.61140, 0.39297, -2.38937], [-1.89446, -2.02243, 1.39756], [-0.38992, -2.59396, 1.49474], [-0.59956, -0.89676, 1.65835], [-0.24558, 2.47701, 0.40181], [0.20656, 2.08039, -1.22516], [1.42877, 2.36319, -0.01532], [1.79077, -0.02061, 1.53631]], "atomic_forces_ev_per_a": [[-0.4, -0.3, 3.1], [-0.6, -1.8, -2.8], [1.3, 1.0, -1.1], [1.6, 0.0, 2.4], [-1.2, 3.6, 1.0], [2.5, 1.8, -3.5], [-0.3, 1.0, -1.4], [-0.7, -0.6, -1.0], [-1.1, -1.0, 0.4], [0.8, 0.5, -0.7], [1.1, -0.8, -0.2], [-0.4, -1.8, 0.8], [-0.4, -0.5, 0.6], [0.3, -0.5, 2.9], [-2.1, -0.7, 0.0], [-0.4, 0.2, -0.4]], "orbital_gap_ev": 11.1, "multiplicity": 1, "relative_energy_kj_mol": 0.0, "charge": 2, "molar_mass_g_mol": 107.117, "smiles": "N/C(=N/[NH3+])N([NH3+])O", "lumo_energy_ev": -7.9, "e_homo_ev": -19.01, "energy_ha": -391.71188}

=====

{"formula": "CH9N5S", "method": "ωB97M-V with the def2-TZVPD basis set", "species": ["C", "N", "N", "N", "N", "N", "S", "H", "H", "H", "H", "H", "H", "H", "H", "H"], "xyz": [[-1.11344, -0.21022, 0.01083], [3.67267, -0.12456, 0.11080], [-1.22048, 1.09900, -0.01084], [2.43597, 0.05591, 0.18463], [-2.44683, 1.77440, 0.02152], [1.62737, -0.84652, -0.10707], [-2.72678, -1.06044, 0.16549], [4.23422, -0.94462, -0.27242], [4.23063, 0.63761, 0.45658], [-0.52669, 1.80767, 0.07316], [-2.30234, 2.73326, 0.20765], [-3.31188, 1.57133, -0.43846], [-2.10648, -2.10348, 1.03953], [1.81731, -1.75399, -0.40303], [0.48642, -0.69352, -0.03502], [-2.74966, -1.94183, -1.00336]], "atomic_forces_ev_per_a": [[1.3, 1.7, -0.3], [2.4, -1.0, -0.6], [-4.8, -2.1, -0.3], [-0.5, 0.2, 0.4], [1.4, 0.3, 1.0], [-3.5, 1.0, 0.2], [0.9, -2.8, 0.3], [-1.5, 0.9, 0.6], [0.1, 0.3, 0.0], [1.7, -0.1, -0.1], [-0.1, 1.1, 0.1], [0.2, -0.8, -0.7], [-1.2, 1.6, -1.5], [1.6, -2.0, -0.7], [1.9, 0.4, 0.1], [0.3, 1.3, 1.5]], "orbital_gap_ev": 9.4, "multiplicity": 1, "relative_energy_kj_mol": 104.7, "charge": 2, "molar_mass_g_mol": 123.185, "lumo_energy_ev": -8.6, "e_homo_ev": -18.08, "energy_ha": -714.61968}

=====

{"formula": "CH9N6", "method": "ωB97M-V with the def2-TZVPD basis set", "species": ["C", "N", "N", "N", "N", "N", "N", "H", "H", "H", "H", "H", "H", "H", "H", "H"], "xyz": [[1.56617, 0.03666, 0.05191], [0.71425, 1.04611, 0.01836], [2.81111, 0.28737, -0.28590], [1.17944, -1.28336, 0.14653], [-2.88267, -0.13302, -0.06601], [-1.58708, -0.29268, -0.46824], [-0.58297, 0.90710, 0.41229], [2.79200, 1.20503, -0.57886], [3.45807, -0.46339, -0.33624], [0.25795, -1.30822, 0.42376], [1.86318, -2.01231, 0.30802], [-3.06423, -0.50515, 0.80975], [-3.62157, 0.22525, -0.65303], [-1.33059, 0.10281, -1.31593], [-0.51269, 0.38507, 1.35488], [-1.06038, 1.80273, 0.17871]], "atomic_forces_ev_per_a": [[-1.9, -2.2, -0.8], [1.2, 1.0, -0.8], [-0.9, -1.0, 1.2], [2.1, 1.9, 0.0], [1.9, 0.9, -2.3], [-0.6, -0.5, 3.9], [0.5, -2.3, 0.4], [1.8, 2.3, -1.0], [0.8, 0.2, -0.5], [-2.2, -1.5, 0.6], [-0.5, 0.1, 0.2], [-0.7, -1.1, 1.4], [0.3, 0.3, 0.1], [-0.3, 0.7, -2.6], [-1.6, 2.0, -1.2], [0.1, -0.8, 1.5]], "orbital_gap_ev": 9.2, "multiplicity": 1, "relative_energy_kj_mol": 275.1, "charge": 1, "molar_mass_g_mol": 105.125, "lumo_energy_ev": -3.5, "e_homo_ev": -12.71, "energy_ha": -371.66576}

=====

{"formula": "CH9NO3", "method": "ωB97M-V with the def2-TZVPD basis set", "species": ["N", "C", "O", "H", "H", "H", "H", "H", "H", "H", "O", "H", "H", "O"], "xyz": [[1.38914, 0.89016, 2.19943], [1.08169, 0.48522, 0.86259], [2.19042, -0.09066, 0.17936], [1.68128, 0.04967, 2.70018], [2.19586, 1.50274, 2.20242], [0.20430, -0.15433, 0.77270], [0.75003, 1.35133, 0.28270], [1.88870, -0.95639, -0.12923], [-4.00396, 2.07428, 0.25892], [-3.54490, 0.69443, 0.47431], [-4.35206, 1.17276, 0.24803], [0.84845, -2.72010, -3.36901], [-0.33021, -1.76870, -3.65255], [0.18208, -2.17073, -2.92294]], "atomic_forces_ev_per_a": [[-0.1, -0.7, 0.5], [-0.2, 0.8, -1.2], [-0.3, -0.4, 0.2], [-0.1, 0.3, 0.1], [0.0, 0.1, -0.2], [0.1, -0.4, 0.6], [0.3, 0.3, 0.2], [0.2, 0.1, -0.3], [-0.3, 0.1, -0.1], [-0.1, -0.5, -0.1], [0.4, 0.4, 0.2], [0.0, 0.1, 0.0], [0.2, -0.1, 0.2], [-0.1, 0.1, -0.1]], "orbital_gap_ev": [2.5, 10.6], "multiplicity": 2, "relative_energy_kj_mol": 53.8, "charge": -1, "molar_mass_g_mol": 83.087, "s2": 0.75, "lumo_energy_ev": [3.5, 3.7], "e_homo_ev": [1.00, -6.86], "energy_ha": -323.91199}

=====

Per-record F_max, eV/Å: 1.5, 3.1, 4.6, 4.6, 4.6, 5.3, 3.9, 1.5